Entry from OMol25: an isolated molecule of C4H10O3Si in a non-equilibrium geometry (wB97M-V/def2-TZVPD).

Each line ends with the natural charge from an NBO analysis.
Cartesian coordinates (Å):
C -0.2990 -2.3044 -1.4356  -0.32
C -0.7098 -1.5973 -0.3663  -0.69
C -1.3883 1.3755 2.1527  -0.22
C 2.3603 0.3989 -0.2846  -0.21
O -0.5862 0.8726 -1.7635  -1.09
O -1.4252 0.9930 0.7828  -0.92
O 1.1144 0.6533 0.1679  -0.90
Si -0.3710 0.2258 -0.2349  2.26
H -0.3777 -3.3614 -1.5661  0.19
H 0.4992 -1.8907 -1.9881  0.18
H -1.3348 -1.9584 0.3427  0.20
H -2.0217 0.8249 2.7537  0.17
H -1.6913 2.3867 2.1404  0.18
H -0.3511 1.3397 2.5706  0.17
H 2.3832 -0.3699 -1.0527  0.16
H 2.9209 0.0387 0.4737  0.17
H 2.7474 1.4477 -0.6416  0.17
H -1.4694 0.9255 -2.0510  0.49

## Properties
HOMO-LUMO gap (eV): 10.98
HOMO energy (eV): -10.109
SMILES string: C=C[Si](O)(OC)OC
Energy above the lowest of the compared OMol25 structures with the same formula, charge and spin (kJ/mol): 0.0
Net charge: 0